C7H17BBrCsN2O | the ωB97M-V functional and the def2-TZVPD basis

XYZ file:
```
30
Properties=species:S:1:pos:R:3:forces:R:3:lowdin_charge:R:1
C 2.998735 -1.358453 0.566516 0.58 -0.37 0.10 -0.1386
N 3.293959 0.082650 0.340401 -1.74 -0.32 -0.21 -0.2094
C 3.720776 0.372121 -1.055305 1.35 -0.76 -0.26 -0.1070
C 2.148262 0.952436 0.753202 1.31 2.71 1.18 -0.3676
O 2.479852 2.099184 1.161120 -1.61 -3.95 -1.60 0.0222
C 0.647011 0.412258 0.713362 1.47 -0.52 0.15 -0.1560
B -0.496557 1.487086 1.192481 -0.51 -1.88 -0.05 -1.0039
Br -0.503066 3.230542 0.188141 0.03 0.50 -0.34 0.5667
C -1.970103 0.768366 0.894465 -1.71 0.85 -0.41 -0.2677
C -2.251410 0.512956 -0.666031 1.70 -0.99 0.07 -0.3492
C -2.286545 -1.129154 -0.889110 1.49 1.36 1.03 -0.3964
N -3.660089 -1.622734 -0.493673 1.21 -1.56 5.57 -0.4562
H 2.234174 -1.755211 -0.184998 0.80 0.20 1.06 0.0821
H 3.975148 -1.962793 0.469460 -1.45 0.96 -0.04 0.0920
H 2.662481 -1.499864 1.650850 0.24 0.16 -1.65 0.0953
H 4.424223 1.273861 -1.068288 -1.38 -1.04 -0.11 0.0970
H 2.873662 0.436505 -1.815967 0.89 0.19 0.95 0.0896
H 4.372563 -0.523235 -1.384793 -0.96 1.35 0.46 0.0878
H 0.605575 -0.460835 1.472227 0.09 1.18 -1.14 0.1114
H 0.447217 -0.061895 -0.312670 0.51 0.58 1.12 0.0928
H -0.438707 1.600425 2.376966 0.17 0.52 0.33 0.0534
H -2.124327 -0.197042 1.489715 0.19 1.10 -0.75 0.0908
H -2.775934 1.516684 1.251160 1.11 -1.21 -0.35 0.0917
H -1.359548 0.871826 -1.301895 -1.38 -0.19 1.00 0.0944
H -3.185458 1.054741 -1.085113 2.19 -0.35 1.34 -0.0205
H -1.520816 -1.554518 -0.157235 -1.06 0.62 -1.16 0.1270
H -1.940242 -1.432822 -1.952661 -0.91 0.17 1.58 0.0975
H -4.255379 -0.749616 -0.485364 2.11 -2.91 5.42 -0.1913
H -3.658771 -1.919185 0.509896 0.52 -0.07 -1.04 0.1110
Cs -4.456688 -0.444285 -2.176860 -5.24 3.67 -12.23 1.6614
```
Forces are in eV/Å.

* molecular weight: 368.8 g/mol
* lowest unoccupied orbital energy: -0.0408 Ha


C7H17BaF3N4O15S | the ωB97M-V functional and the def2-TZVPD basis

XYZ file:
```
48
Properties=species:S:1:pos:R:3:forces:R:3:lowdin_charge:R:1
Ba -0.067882 -0.153447 0.205554 -4.95 -8.83 -8.94 2.5770
N 0.458209 -1.751305 2.896007 -0.46 -0.39 3.77 -0.5711
O 1.257448 -2.642202 2.891911 1.54 -3.13 0.34 0.0186
O 0.004327 -1.392745 1.800816 -3.38 -6.08 4.47 -0.3710
O 0.211644 -1.132255 3.946420 -3.16 -3.27 -0.76 -0.0398
N -0.969801 1.806564 1.961374 -0.47 -2.48 0.52 -0.5359
O -1.211807 1.177608 0.881401 -11.58 7.08 10.54 -0.5656
O -0.543074 1.256122 2.933405 -1.56 0.10 1.37 0.0708
O -1.095391 2.976275 1.830845 -0.33 6.44 0.46 0.0300
N 2.091910 -1.946895 -0.178509 3.44 2.61 3.83 -0.5381
O 1.696325 -2.929745 -0.682534 -0.51 -6.12 -3.33 -0.0383
O 2.820846 -2.031402 0.797317 1.04 -0.88 -2.05 -0.0062
O 1.633542 -0.831240 -0.539256 11.36 -4.17 -1.91 -0.3633
C 3.198547 1.962155 2.341901 -1.67 -2.92 -0.42 -0.6012
F 2.543423 3.021730 2.837542 1.04 0.07 -0.10 0.1123
F 3.419658 2.138626 1.023259 0.01 0.58 0.24 0.0981
F 4.389213 1.725149 2.905670 0.02 1.13 0.36 0.0970
S 2.133640 0.324602 2.634769 1.74 -2.10 3.51 0.6732
O 1.099434 0.305538 1.597648 10.54 6.74 7.36 -0.7101
O 3.035594 -0.834629 2.437334 -0.21 5.19 2.95 -0.3025
O 1.433857 0.414244 3.930840 5.10 3.49 -1.26 -0.3224
C -1.747572 2.834064 -1.979563 -0.72 0.28 -1.18 -0.0486
C -0.993173 1.581894 -1.488907 -0.65 1.13 -2.72 -0.4528
C -0.233777 0.746565 -2.565301 -0.63 -0.83 0.04 -0.1141
O 0.317772 -0.451433 -1.922879 -2.48 2.72 -8.80 -0.4955
C 0.819453 -1.421323 -2.800287 0.13 -0.03 -0.77 -0.1030
N -0.067850 1.946153 -0.489870 3.30 7.85 -3.61 -0.1769
H -1.178518 3.685119 -2.353709 0.70 -0.12 0.24 0.0650
H -2.426781 3.253973 -1.237633 0.37 -0.23 0.65 0.0756
H -2.445301 2.670816 -2.800924 -0.12 -0.65 -0.43 0.0550
H -1.799344 0.939917 -1.133883 0.52 0.40 -0.12 0.0984
H 0.533754 1.314085 -3.091520 0.45 0.17 0.22 0.1233
H -0.925715 0.416188 -3.340008 -0.40 0.01 -0.23 0.1109
H 1.752482 -1.129017 -3.282069 0.40 0.21 0.13 0.0939
H 0.142894 -1.649837 -3.623781 -0.61 0.08 -0.18 0.0814
H 0.952236 -2.291510 -2.157434 0.30 0.09 -0.69 0.0681
H -0.561300 2.390595 0.271106 1.03 1.77 -1.48 0.0383
H 0.605974 2.590896 -0.877624 0.37 0.40 -0.57 0.1148
C -2.682350 -1.637800 0.055038 1.39 -2.94 0.11 -0.1972
C -1.746536 -2.354878 -0.996136 0.04 0.33 -0.31 -0.1828
O -0.376952 -2.357569 -0.614299 -3.43 -2.30 -1.02 -0.2809
O -2.362289 -0.273590 0.106396 -6.20 -2.46 -1.42 -0.2809
H -2.357273 -2.057399 1.007067 -0.09 -0.17 0.34 0.1155
H -3.711617 -1.973862 -0.070516 -0.37 0.67 -0.41 0.1105
H -1.902331 -1.852482 -1.950816 0.53 0.84 -0.13 0.1089
H -1.846495 -3.373387 -1.371303 -1.54 -0.47 0.92 0.1235
H -0.187026 -3.210553 -0.216862 0.37 -0.06 0.19 0.1151
H -3.112026 0.201628 0.472003 -0.17 0.24 0.33 0.1230
```
Forces are in eV/Å.

* molecular weight: 623.6 g/mol
* net charge: -2
* lowest unoccupied orbital energy: 0.1382 Ha


C7H17BiI2O8P2S | the ωB97M-V functional and the def2-TZVPD basis

XYZ file:
```
38
Properties=species:S:1:pos:R:3:forces:R:3:nbo_charge:R:1
Bi -0.791780 -0.926820 1.850496 -0.03 -0.03 0.45 2.0729
C 1.998096 -2.743139 -2.116688 0.03 0.03 -0.01 -0.6562
C 1.185039 -2.168774 -0.962870 0.01 0.09 -0.16 -0.4886
O 0.293184 -1.133107 -1.376385 0.04 0.00 0.11 -0.7406
P 2.262173 -1.430599 0.309795 0.26 -0.43 -0.09 2.4360
O 3.158863 -0.303176 -0.276552 0.31 0.17 -0.13 -0.9735
O 3.211239 -2.541649 0.821900 -0.11 0.21 0.00 -0.9811
O 1.343058 -0.808162 1.345404 -0.11 0.14 0.22 -1.2031
P 0.282406 -3.471407 -0.034887 -0.15 -0.32 -0.24 2.3924
O -0.502820 -4.295647 -1.122342 0.03 -0.14 0.07 -0.9820
O 1.258080 -4.223740 0.778682 0.01 -0.11 0.14 -1.1052
O -0.831855 -2.704276 0.739986 -0.04 0.22 -0.09 -1.2142
H 2.562803 -1.947401 -2.603932 0.02 -0.03 0.00 0.2421
H 1.330851 -3.197827 -2.850072 -0.02 0.00 0.01 0.2491
H 2.685818 -3.514461 -1.772588 0.03 -0.01 0.00 0.2600
H -0.051041 -1.366504 -2.245994 -0.08 -0.01 -0.12 0.5033
H 4.097998 -0.508115 -0.429101 -0.20 0.00 0.04 0.5556
H 2.683269 -3.389190 0.959726 0.07 -0.04 0.06 0.5644
H -0.426297 -5.262050 -1.050188 0.03 0.16 -0.05 0.5491
I -3.583584 1.437715 3.101415 0.14 0.08 0.09 0.2280
C -4.798383 0.061896 2.082021 -0.22 -0.16 -0.12 -0.7157
I -3.723464 -1.270785 0.793954 -0.09 0.02 0.06 0.2943
H -5.509963 0.580364 1.448575 0.08 0.06 0.03 0.2534
H -5.309452 -0.554395 2.812750 0.05 -0.04 -0.04 0.2535
O -0.859365 0.897672 0.744628 -0.24 -0.02 -0.04 -1.0723
S 0.228304 1.639334 -0.114118 0.07 0.15 -0.13 1.2285
C -0.821107 2.716870 -1.142407 -0.02 -0.14 0.00 -0.5578
C -0.442576 4.150955 -0.793953 0.07 0.06 -0.16 -0.4192
C -0.173112 4.163674 0.702931 -0.01 0.07 0.16 -0.4178
C 0.770605 2.994621 0.949392 0.12 -0.03 -0.05 -0.5751
H -1.832274 2.471670 -0.814617 -0.01 -0.02 -0.02 0.2594
H -0.692709 2.432690 -2.183834 0.02 0.04 -0.03 0.2635
H -1.243439 4.826941 -1.090465 -0.01 -0.01 0.04 0.2633
H 0.451813 4.450064 -1.345323 -0.02 0.01 0.02 0.2288
H -1.097872 4.027355 1.267731 -0.01 -0.01 -0.03 0.2223
H 0.280888 5.096778 1.034026 0.00 -0.02 -0.01 0.2616
H 0.816341 2.607352 1.965424 0.00 0.01 0.04 0.2621
H 1.790266 3.205268 0.617484 -0.01 0.06 0.01 0.2588
```
Forces are in eV/Å.

* molecular weight: 786.0 g/mol
* net charge: +2
* lowest unoccupied orbital energy: -0.2628 Ha


C7H17N | the ωB97M-V functional and the def2-TZVPD basis

XYZ file:
```
25
Properties=species:S:1:pos:R:3:forces:R:3:nbo_charge:R:1
C -2.852141 -1.620797 1.587299 -1.20 0.39 -3.53 -0.6140
C -1.761701 -0.869687 0.701069 -0.22 1.71 1.29 -0.3972
C -0.308654 -0.885474 1.290616 -2.01 -3.07 -1.89 -0.4022
C 0.728052 -0.314853 0.234535 -2.60 1.38 3.12 -0.0483
C 1.988032 -0.141685 1.114416 1.71 -0.87 -5.23 -0.6350
N 0.093929 0.936769 -0.419230 1.24 -1.74 -1.52 -0.6406
C 0.289614 1.175772 -1.954805 2.10 -0.75 2.63 -0.2189
C 1.705828 1.714328 -2.458281 0.35 -0.11 0.77 -0.6432
H -2.991177 -1.322407 2.620618 0.36 0.07 0.03 0.2092
H -3.946712 -1.514115 1.020960 2.81 -0.33 1.52 0.1998
H -2.509299 -2.651000 1.445419 -0.64 -0.22 0.74 0.1977
H -1.939522 0.251604 0.690417 -0.48 -1.48 -0.79 0.2170
H -1.713081 -1.344213 -0.317364 -0.36 0.74 0.84 0.1909
H -0.226394 -2.062383 1.463014 0.93 2.41 0.10 0.1935
H -0.325999 -0.328663 2.227303 0.37 -0.14 0.01 0.1959
H 0.886171 -0.991807 -0.549545 0.35 -1.17 -0.98 0.1857
H 2.514882 0.506347 0.328113 0.56 -0.29 2.08 0.2099
H 2.525604 -1.143639 1.083762 -0.55 1.21 0.27 0.2178
H 1.906477 0.179586 2.112405 -0.33 0.87 0.87 0.2168
H 0.505725 1.727855 -0.010598 0.55 1.33 0.98 0.3414
H -0.234374 2.080929 -2.095317 -1.95 0.20 -0.65 0.1977
H -0.017319 0.193614 -2.408765 0.09 1.51 -0.18 0.2018
H 1.563907 1.921048 -3.555435 0.45 0.00 1.06 0.2156
H 2.148001 2.671666 -1.889180 -1.45 -2.00 -1.24 0.2087
H 2.461419 0.922575 -2.320291 -0.06 0.34 -0.31 0.2000
```
Forces are in eV/Å.

* SMILES string: CCC[C@H](C)NCC
* molecular weight: 115.2 g/mol
* lowest unoccupied orbital energy: 0.0402 Ha


C7H17N | the ωB97M-V functional and the def2-TZVPD basis

XYZ file:
```
25
Properties=species:S:1:pos:R:3:forces:R:3:nbo_charge:R:1
C -1.462068 1.491191 -0.036578 -0.03 -0.84 -1.08 -0.7268
C -0.489131 0.552272 0.629101 2.28 3.16 -2.22 0.3001
N -0.004140 -0.509066 0.079658 -3.42 -0.24 1.23 -0.5697
C -0.613331 -1.506639 1.103885 2.78 -2.94 0.50 -0.0688
C 0.016434 -1.501841 2.534441 -1.32 0.67 -0.49 -0.6283
C -2.117606 -1.744423 0.988362 0.02 1.15 -0.96 -0.6477
H -2.470862 1.185411 0.260295 -0.03 0.04 0.02 0.2420
H -1.354408 2.564517 0.107874 0.24 -0.08 0.38 0.2231
H -1.359343 1.239907 -1.099414 -0.34 0.19 0.00 0.2451
H 0.147055 1.152310 1.313017 -0.75 -1.02 1.81 0.1409
H -0.101370 -2.419500 0.777215 -0.52 -0.08 -0.49 0.2083
H -0.416679 -2.308769 3.126476 0.27 -0.36 -0.24 0.2136
H 1.073708 -1.630887 2.340693 0.22 0.11 0.61 0.2214
H -0.231204 -0.620799 3.127359 0.39 0.30 -0.11 0.1943
H -2.457155 -1.402146 0.004932 0.17 0.42 0.06 0.2260
H -2.451854 -2.779208 0.912798 0.38 -0.15 0.94 0.2300
H -2.628399 -1.131486 1.732113 -0.39 -0.38 0.13 0.1991
C 2.866142 1.267066 -2.042659 -0.38 -0.18 1.41 -0.6104
C 1.418711 1.075810 -2.432803 -0.91 0.16 -1.74 -0.6228
H 3.556553 0.520499 -2.426224 -0.17 -0.12 -0.30 0.2059
H 2.859423 1.125014 -0.954177 0.55 0.32 -0.02 0.2010
H 3.254055 2.256944 -2.280327 -0.07 -0.02 -0.01 0.2027
H 0.740419 1.906987 -2.205418 0.51 0.23 0.34 0.1930
H 1.330815 1.007631 -3.525788 0.01 -0.13 0.04 0.1934
H 0.894233 0.209204 -2.034831 0.52 -0.24 0.19 0.2348
```
Forces are in eV/Å.

* SMILES string: C/C=N/C(C)C.CC
* molecular weight: 115.2 g/mol
* lowest unoccupied orbital energy: 0.0060 Ha


C7H17N | the ωB97M-V functional and the def2-TZVPD basis

XYZ file:
```
25
Properties=species:S:1:pos:R:3:forces:R:3:nbo_charge:R:1
C 1.926885 1.887101 2.179127 2.60 -2.00 -0.43 -0.6186
C 1.894455 1.376173 0.701787 0.08 -2.94 -0.05 -0.4113
C 1.345637 -0.144476 0.628452 -0.49 1.84 -1.77 -0.3905
C 0.426670 -0.199234 -0.667422 0.49 -0.16 0.83 -0.0278
C -0.509977 1.069638 -0.682999 -4.03 -4.93 0.32 -0.6328
N -0.192021 -1.589169 -0.529102 -1.12 0.77 1.31 -0.6412
C -1.381035 -2.027268 -1.332110 1.63 -3.43 1.23 -0.2042
C -2.769590 -1.645414 -0.890230 2.58 3.28 2.29 -0.6259
H 2.953772 2.160659 2.502282 -0.75 0.29 -0.20 0.2123
H 1.290040 2.670884 2.031482 -1.37 2.64 0.99 0.2086
H 1.548851 1.210239 2.986388 0.10 0.24 -1.14 0.2084
H 2.728178 1.429369 -0.035479 0.52 -0.01 1.44 0.2094
H 1.219940 2.006269 0.148872 -0.47 0.06 0.38 0.1979
H 0.744032 -0.384172 1.515817 -0.01 0.28 -0.20 0.1829
H 2.074989 -0.957113 0.515662 0.22 0.56 0.17 0.2188
H 1.177919 0.001752 -1.575642 -1.75 -1.35 1.52 0.1857
H -0.062323 1.775594 -1.215685 1.78 3.39 -1.87 0.1981
H -0.855351 1.353674 0.299815 0.28 0.30 0.40 0.2056
H -1.520665 0.876761 -1.241251 1.85 0.03 0.70 0.1999
H -0.449676 -1.738732 0.511574 0.76 0.51 -2.23 0.3444
H -1.256896 -3.211373 -1.411760 -0.36 2.41 0.00 0.1794
H -1.213475 -1.607049 -2.255640 0.44 0.48 -2.50 0.1857
H -2.627961 -1.408242 0.204334 -0.81 -0.46 -0.75 0.1966
H -2.909953 -0.652808 -1.330499 -0.69 -0.16 0.07 0.2010
H -3.582434 -2.253052 -1.057783 -1.50 -1.63 -0.50 0.2174
```
Forces are in eV/Å.

* SMILES string: CCC[C@H](C)NCC
* molecular weight: 115.2 g/mol
* lowest unoccupied orbital energy: 0.0412 Ha


C7H17N | the ωB97M-V functional and the def2-TZVPD basis

XYZ file:
```
25
Properties=species:S:1:pos:R:3:forces:R:3:lowdin_charge:R:1
C 0.403588 -0.336211 1.828938 -0.38 0.11 -1.07 -0.1659
N -0.443374 -1.309088 1.057425 0.07 1.44 1.24 0.0852
C 0.221264 -1.921244 -0.004208 1.53 -1.46 -0.61 -0.2754
C 0.691057 -1.101820 -1.204711 1.94 1.13 -3.06 -0.3430
C 1.395195 0.330879 -0.878659 0.90 -2.70 -1.45 -0.0805
C -0.406059 -0.730778 -2.293588 0.56 0.25 -1.19 -0.0856
C -0.297867 1.043196 1.592707 -2.26 -4.32 4.13 -0.0324
C -1.622118 1.028801 2.139244 1.47 0.69 2.16 0.1331
H 0.384219 -0.534270 2.919227 -0.49 -0.01 -0.56 0.1421
H 1.473108 -0.227872 1.589702 -0.57 -0.37 -0.22 0.1031
H 1.141637 -2.384085 0.391268 0.12 0.16 0.15 0.1362
H -0.957688 3.078030 -1.239311 -0.59 0.14 -0.73 0.0645
H -0.306682 -2.785405 -0.406499 -0.64 0.19 0.15 0.1251
H 1.538610 -1.805366 -1.756663 -2.16 1.82 1.53 0.1839
H 2.055368 0.110157 -0.012697 0.09 0.95 -1.04 0.0596
H 1.963156 0.632065 -1.859325 -0.98 -0.36 2.18 0.1317
H 0.612746 1.047925 -0.663186 0.13 0.24 -0.02 -0.0057
H -0.213897 -1.103364 -3.350413 -0.09 -0.42 1.52 0.0925
H -0.321194 0.358953 -2.559082 -0.54 -0.74 0.85 0.0639
H -1.437001 -1.015607 -2.017820 0.47 0.26 -0.08 0.0751
H 0.249829 1.868054 1.330497 0.76 2.27 -0.58 0.0974
H -0.539863 2.962052 -0.666951 0.54 -0.07 0.72 0.0179
H -1.390575 0.805006 0.939090 -0.74 0.45 -1.66 0.1876
H -2.199026 0.106703 2.366634 1.14 0.19 -0.28 0.1393
H -1.994435 1.883289 2.758381 -0.29 0.17 -2.07 0.1503
```
Forces are in eV/Å.

* multiplicity: 2
* molecular weight: 115.2 g/mol
* net charge: +1
* expectation value of S²: 0.7546
* lowest unoccupied orbital energy (alpha / beta): -0.2214 / -0.2216 Ha


C7H17N2O2S | the ωB97M-V functional and the def2-TZVPD basis

XYZ file:
```
29
Properties=species:S:1:pos:R:3:forces:R:3:nbo_charge:R:1
C 1.696045 -0.848064 -0.114475 -5.20 0.09 1.09 0.4237
C -0.778048 -0.068158 -1.945884 2.07 -1.63 -0.01 -0.7564
C -0.896830 0.411361 1.907712 2.74 -1.71 -1.42 -0.6656
C -0.855375 -2.817381 -0.673279 -3.57 -0.68 -0.49 -0.2668
C -0.113280 3.108694 0.239777 -1.80 -0.52 0.96 -0.2670
C -0.604140 -0.433505 -0.426863 0.74 -1.06 -1.74 0.5540
C -0.816607 0.780182 0.401991 -0.77 0.07 1.42 0.0738
N 2.326662 0.000836 -0.798314 3.30 1.21 -2.09 -0.7634
N 2.114422 -1.651581 0.826488 3.18 0.08 0.50 -0.7923
O -1.090417 -1.560904 0.079843 -0.14 -0.58 -1.24 -0.5259
O 0.199113 1.705073 0.021520 -0.62 0.21 0.53 -0.5815
S -2.537680 1.210716 -0.053766 0.45 0.35 -3.04 0.0409
H -1.759488 -0.135989 -2.376422 -0.71 -0.57 0.43 0.2745
H -0.478578 0.928047 -2.153434 0.27 1.15 0.42 0.2479
H -0.091551 -0.632725 -2.604354 -0.43 -0.23 0.43 0.2461
H -1.368231 -0.583382 2.093463 -0.05 1.21 -0.24 0.2568
H -1.205889 1.190318 2.532979 -0.73 1.07 0.82 0.2341
H 0.182826 0.253265 2.083106 -0.25 -0.01 0.64 0.2156
H 0.152369 -2.984649 -0.522905 2.14 -0.78 0.11 0.1858
H -1.105262 -2.832026 -1.792066 0.31 0.73 1.64 0.2149
H -1.527683 -3.673343 -0.226429 1.43 2.04 -0.48 0.2370
H -0.832777 3.446707 -0.554946 1.28 0.09 0.46 0.2069
H 0.812641 3.664413 0.430851 -0.29 -0.22 -0.71 0.2203
H -0.724523 3.197147 1.178531 0.62 -0.05 -0.62 0.1834
H 1.763746 0.706408 -1.366286 1.63 -1.36 0.98 0.4575
H 3.391536 -0.147353 -0.833545 -1.88 1.29 -0.38 0.3987
H 1.410984 -2.079410 1.385137 -0.24 -0.47 0.37 0.4185
H 3.133948 -1.662391 1.222060 -2.45 -0.01 -1.00 0.4070
H -2.929552 1.301987 1.130710 -1.00 0.27 2.66 0.1218
```
Forces are in eV/Å.

* molecular weight: 193.3 g/mol
* net charge: +1
* lowest unoccupied orbital energy: -0.1246 Ha